The following is a quantum chemistry calculation of C28H27N3SSiTc as an isolated structure, from the OMol25 dataset.

Positions of all 61 atoms, in Å:
C1 -0.711 -0.613 -0.993
C2 0.503 -1.295 -0.414
C3 0.031 -1.365 1.019
H1 0.680 -2.300 -0.867
C4 -1.372 -1.417 1.060
C5 -1.862 -0.902 -0.207
H2 -2.880 -0.906 -0.556
H3 -0.774 -0.247 -2.009
H4 0.656 -1.717 1.851
H5 -2.011 -1.786 1.867
Tc1 -0.965 0.583 0.993
C6 0.900 1.287 0.670
H6 1.041 0.715 1.651
H7 0.228 1.141 -0.284
H8 1.361 2.277 0.673
Si1 2.370 -0.956 -0.943
C7 2.492 -0.544 -2.709
C8 2.316 -1.644 -3.551
H9 2.269 -2.647 -3.108
C9 2.241 -1.419 -4.931
H10 2.165 -2.282 -5.577
C10 2.311 -0.105 -5.427
H11 2.276 0.049 -6.488
C11 2.459 1.001 -4.566
H12 2.547 2.007 -4.957
C12 2.541 0.786 -3.183
H13 2.665 1.616 -2.479
C13 3.738 -1.611 0.092
C14 4.869 -2.027 -0.610
H14 4.835 -2.018 -1.712
C15 5.960 -2.489 0.126
H15 6.829 -2.870 -0.432
C16 5.924 -2.474 1.521
H16 6.781 -2.862 2.078
C17 4.792 -2.044 2.207
H17 4.745 -2.071 3.312
C18 3.681 -1.588 1.501
H18 2.759 -1.247 1.994
H19 -0.544 0.685 2.600
H20 2.757 0.361 -0.559
N1 -4.538 2.604 1.559
C19 -4.781 1.626 2.538
C20 -5.954 1.323 3.183
C21 -5.958 0.132 3.948
C22 -4.830 -0.720 4.035
C23 -3.643 -0.380 3.348
C24 -3.679 0.796 2.589
N2 -2.797 1.287 1.622
C25 -3.313 2.353 1.008
C26 -2.705 2.822 -0.188
C27 -3.055 3.781 -1.098
S1 -2.060 3.747 -2.485
C28 -1.124 2.454 -1.773
N3 -1.615 2.068 -0.574
H21 -5.118 3.364 1.280
H22 -6.789 2.014 3.083
H23 -6.847 -0.153 4.487
H24 -4.848 -1.626 4.618
H25 -2.751 -0.977 3.386
H26 -3.888 4.454 -0.886
H27 -0.312 1.970 -2.332

* 2S+1: 4
* total energy: -54834.5092 eV
* Kohn-Sham gap (spin up / spin down): 0.2396 / 0.1979 hartree
* net charge: +2

The following is a quantum chemistry calculation of a 14-piece molecular cluster, C28H28BCl52N3O6S2 overall, from the OMol25 dataset.

Positions of all 120 atoms, in Å:
C1 -1.969 -0.359 5.973
N1 -0.736 -0.281 6.842
C2 -0.254 -1.632 7.318
B1 0.364 0.576 6.254
O1 0.973 1.598 7.175
N2 0.890 0.560 4.836
C3 0.292 1.632 3.958
C4 0.622 1.507 2.361
C5 2.209 1.406 1.972
S1 3.395 2.103 3.240
C6 5.159 1.607 2.850
S2 6.264 2.913 2.563
N3 5.704 0.201 2.739
C7 5.648 -0.562 4.043
C8 6.067 -2.140 3.679
O2 6.921 -2.143 2.445
C9 6.061 -1.894 1.247
C10 5.080 -0.589 1.610
C11 0.896 -0.808 4.204
O3 1.998 -1.575 4.432
O4 -0.176 -1.432 3.416
C12 0.337 -2.098 2.204
C13 0.681 -3.696 2.394
C14 0.933 -4.485 0.966
C15 1.121 -3.503 -0.332
O5 2.237 -2.785 -0.614
O6 0.010 -3.337 -1.327
H1 -1.822 -0.016 4.864
H2 -2.267 -1.513 5.918
H3 -2.876 0.168 6.514
H4 0.572 -2.123 6.641
H5 -1.136 -2.398 7.560
H6 0.271 -1.443 8.372
H7 1.890 1.204 7.367
H8 0.771 2.664 4.319
H9 -0.870 1.774 4.065
H10 0.220 2.513 1.859
H11 -0.022 0.645 1.844
H12 2.357 2.050 0.978
H13 2.434 0.298 1.668
H14 4.582 -0.538 4.525
H15 6.462 -0.203 4.831
H16 5.110 -2.786 3.379
H17 6.613 -2.680 4.565
H18 6.686 -1.561 0.299
H19 5.374 -2.840 1.005
H20 4.798 0.042 0.665
H21 4.079 -1.085 2.031
H22 1.336 -1.571 1.895
H23 -0.464 -1.935 1.345
H24 1.727 -3.735 2.967
H25 -0.141 -4.175 3.075
H26 1.931 -5.136 1.039
H27 0.066 -5.256 0.724
H28 -0.425 -2.424 -1.183
C16 -0.974 1.417 -1.199
Cl1 -1.637 1.351 -2.852
Cl2 -0.927 -0.227 -0.513
Cl3 0.675 2.088 -1.247
Cl4 -2.009 2.454 -0.186
C17 -4.571 -3.780 6.416
Cl5 -6.149 -4.513 6.029
Cl6 -3.625 -4.904 7.423
Cl7 -3.686 -3.445 4.906
Cl8 -4.826 -2.257 7.304
C18 7.048 5.653 -0.745
Cl9 5.865 6.619 0.172
Cl10 6.367 4.041 -1.079
Cl11 7.418 6.472 -2.284
Cl12 8.542 5.480 0.210
C19 -1.269 -7.546 2.475
Cl13 -1.786 -7.945 0.817
Cl14 -2.324 -6.269 3.134
Cl15 -1.385 -8.999 3.499
Cl16 0.416 -6.969 2.449
C20 0.585 5.843 -3.653
Cl17 0.435 6.518 -5.295
Cl18 2.308 5.700 -3.224
Cl19 -0.229 6.920 -2.491
Cl20 -0.175 4.232 -3.603
C21 -8.710 -1.022 6.895
Cl21 -8.944 -2.378 8.028
Cl22 -7.758 0.258 7.690
Cl23 -7.841 -1.598 5.450
Cl24 -10.297 -0.370 6.414
C22 -5.411 0.939 -4.994
Cl25 -3.718 0.726 -5.507
Cl26 -5.561 0.549 -3.262
Cl27 -5.907 2.628 -5.268
Cl28 -6.459 -0.149 -5.940
C23 -0.098 8.567 -9.141
Cl29 -0.485 10.017 -10.102
Cl30 0.460 7.268 -10.225
Cl31 1.187 8.957 -7.970
Cl32 -1.554 8.028 -8.267
C24 -5.417 7.018 -8.800
Cl33 -4.494 6.336 -10.163
Cl34 -7.038 7.499 -9.361
Cl35 -5.572 5.792 -7.516
Cl36 -4.562 8.444 -8.158
C25 -0.624 3.027 -7.720
Cl37 -1.607 1.985 -8.779
Cl38 1.096 2.858 -8.151
Cl39 -1.125 4.724 -7.926
Cl40 -0.861 2.541 -6.022
C26 1.554 -7.736 -1.760
Cl41 0.571 -8.779 -2.820
Cl42 3.274 -7.905 -2.192
Cl43 1.053 -6.039 -1.967
Cl44 1.316 -8.223 -0.063
C27 1.479 -12.544 -2.138
Cl45 1.687 -11.081 -1.142
Cl46 0.421 -13.697 -1.285
Cl47 0.740 -12.101 -3.697
Cl48 3.068 -13.297 -2.426
C28 -5.187 10.421 -11.551
Cl49 -3.506 10.002 -11.133
Cl50 -6.218 10.254 -10.107
Cl51 -5.252 12.102 -12.137
Cl52 -5.772 9.324 -12.828

* relative energy (zero: lowest compared OMol25 entry of this formula, charge and spin): 243.7 kcal/mol
* total energy: -719744.1468 eV
* Kohn-Sham gap: 0.2787 hartree
* net charge: 0

The following is a quantum chemistry calculation of a 5-piece molecular cluster, C28H28BF32NO9 overall, from the OMol25 dataset.

Positions of all 99 atoms, in Å:
C1 -2.456 4.863 -1.297
C2 -2.326 3.247 -1.280
O1 -1.393 3.003 -0.226
C3 -1.203 1.760 0.276
C4 -0.751 0.528 -0.314
B1 -0.498 0.223 -1.874
O2 -0.172 1.127 -2.920
N1 -0.894 -1.178 -2.219
C5 0.027 -1.897 -3.115
C6 -2.326 -1.296 -2.589
C7 -0.408 -0.337 0.934
O3 0.663 -0.940 0.971
O4 -1.077 -0.008 2.154
C8 -1.633 1.214 1.684
O5 -2.741 1.517 2.111
H1 -2.007 5.314 -0.339
H2 -3.546 5.155 -1.290
H3 -1.852 5.337 -2.138
H4 -3.293 2.729 -1.005
H5 -1.888 2.961 -2.287
H6 -0.955 1.258 -3.483
H7 1.078 -1.559 -2.863
H8 -0.029 -3.007 -2.844
H9 -0.250 -1.825 -4.214
H10 -2.862 -0.280 -2.517
H11 -2.468 -1.712 -3.649
H12 -2.887 -2.001 -1.906
F1 6.425 -1.882 -0.610
C9 7.386 -1.175 0.007
F2 8.296 -2.079 0.451
C10 6.860 -0.337 1.176
F3 6.379 -1.130 2.163
F4 7.927 0.324 1.712
C11 5.800 0.733 0.834
O6 4.419 0.397 1.044
C12 3.744 -0.309 0.026
F5 4.491 -0.310 -1.094
F6 2.644 0.423 -0.265
C13 3.314 -1.717 0.468
F7 4.367 -2.457 0.876
F8 2.741 -2.387 -0.561
H13 7.881 -0.543 -0.735
H14 5.973 1.554 1.534
H15 5.961 1.175 -0.153
H16 2.601 -1.667 1.290
F9 -6.357 -3.987 -3.802
C14 -7.583 -4.434 -4.122
F10 -8.045 -3.609 -5.095
C15 -8.549 -4.440 -2.933
F11 -8.784 -3.182 -2.493
F12 -9.747 -4.908 -3.388
C16 -8.154 -5.325 -1.729
O7 -7.504 -4.688 -0.617
C17 -6.109 -4.500 -0.682
F13 -5.604 -5.208 -1.708
F14 -5.606 -5.062 0.439
C18 -5.714 -3.019 -0.718
F15 -6.279 -2.373 -1.758
F16 -4.371 -2.886 -0.858
H17 -7.486 -5.434 -4.552
H18 -9.096 -5.683 -1.305
H19 -7.629 -6.232 -2.037
H20 -6.020 -2.511 0.198
F17 -1.239 0.326 6.421
C19 -1.106 -0.643 5.498
F18 -2.287 -1.310 5.477
C20 0.045 -1.605 5.807
F19 -0.190 -2.294 6.949
F20 0.075 -2.534 4.807
C21 1.459 -0.986 5.881
O8 1.980 -0.663 7.181
C22 1.626 0.576 7.750
F21 1.045 1.353 6.819
F22 2.790 1.186 8.067
C23 0.780 0.423 9.020
F23 -0.348 -0.278 8.792
F24 0.400 1.636 9.489
H21 -0.973 -0.174 4.520
H22 2.139 -1.761 5.517
H23 1.585 -0.158 5.180
H24 1.344 -0.092 9.801
F25 4.261 4.358 -4.870
C24 3.062 3.919 -5.288
F26 2.660 4.778 -6.259
C25 2.020 3.863 -4.167
F27 1.747 5.104 -3.697
F28 0.855 3.408 -4.718
C26 2.339 2.936 -2.973
O9 2.911 3.546 -1.802
C27 4.304 3.749 -1.770
F29 4.884 3.078 -2.780
F30 4.740 3.157 -0.633
C28 4.684 5.235 -1.736
F31 4.181 5.906 -2.790
F32 6.030 5.384 -1.782
H25 3.194 2.936 -5.747
H26 1.375 2.558 -2.624
H27 2.891 2.043 -3.276
H28 4.311 5.710 -0.826

* relative energy (zero: lowest compared OMol25 entry of this formula, charge and spin): 87.5 kcal/mol
* SMILES: CCOC1=C(B(O)N(C)C)C(=O)OC1=O.FC(F)C(F)(F)COC(F)(F)C(F)F.FC(F)C(F)(F)COC(F)(F)C(F)F.FC(F)C(F)(F)COC(F)(F)C(F)F.FC(F)C(F)(F)COC(F)(F)C(F)F
* total energy: -137041.2479 eV
* Kohn-Sham gap: 0.2804 hartree
* net charge: 0

The following is a quantum chemistry calculation of C28H28BN12PtSe as an isolated structure, from the OMol25 dataset.

Positions of all 71 atoms, in Å:
Pt1 0.648 -0.704 0.002
C1 -1.074 -3.410 -1.446
C2 -1.202 -2.056 -2.056
C3 -1.940 -1.671 -3.180
C4 -1.737 -0.320 -3.326
N1 -0.925 0.101 -2.338
N2 -0.596 -0.975 -1.558
B1 -0.244 1.442 -2.011
N3 -0.586 1.813 -0.530
C5 -1.878 1.834 -0.024
C6 -1.859 2.603 1.078
C7 -0.474 3.059 1.193
C8 0.077 3.969 2.220
N4 0.264 2.577 0.218
N5 1.270 1.241 -2.144
C9 2.144 1.612 -3.091
C10 3.313 0.911 -2.908
C11 3.077 0.076 -1.811
C12 3.991 -0.935 -1.201
N6 1.837 0.291 -1.357
N7 -0.752 2.633 -2.764
C13 -0.188 3.892 -2.757
C14 -1.075 4.731 -3.341
C15 -2.209 3.912 -3.663
C16 -3.465 4.324 -4.346
N8 -2.006 2.663 -3.294
H1 -1.929 -3.618 -0.803
H2 -0.173 -3.481 -0.842
H3 -1.038 -4.170 -2.225
H4 -2.537 -2.310 -3.808
H5 -2.114 0.375 -4.054
H6 -2.674 1.302 -0.520
H7 -2.681 2.849 1.732
H8 -0.137 3.600 3.225
H9 -0.410 4.945 2.138
H10 1.149 4.102 2.092
H11 1.879 2.339 -3.843
H12 4.214 0.974 -3.496
H13 4.275 -1.680 -1.943
H14 3.514 -1.451 -0.370
H15 4.912 -0.464 -0.852
H16 0.789 4.068 -2.334
H17 -0.962 5.787 -3.525
H18 -3.285 4.461 -5.414
H19 -3.818 5.280 -3.959
H20 -4.238 3.569 -4.219
N9 -0.570 -1.750 1.120
C17 -0.306 -2.365 2.166
C18 -1.057 -3.510 2.755
C19 -2.358 -3.353 3.221
C20 -3.024 -4.438 3.772
C21 -2.403 -5.679 3.842
C22 -1.107 -5.840 3.371
C23 -0.427 -4.755 2.834
H21 -2.845 -2.388 3.148
H22 -4.032 -4.313 4.147
H23 -2.937 -6.526 4.252
H24 -0.626 -6.808 3.417
H25 0.575 -4.885 2.438
Se1 1.092 -2.676 4.683
N10 2.406 -1.587 4.965
C24 2.613 -0.823 3.910
C25 3.596 0.203 3.824
C26 3.638 0.918 2.673
C27 2.761 0.608 1.603
N11 1.857 -0.355 1.630
C28 1.752 -1.055 2.786
N12 0.853 -2.002 3.010
H26 4.258 0.391 4.660
H27 4.343 1.728 2.548
H28 2.802 1.170 0.679

* 2S+1: 2
* total energy: -116627.9197 eV
* Kohn-Sham gap (spin up / spin down): 0.2183 / 0.1747 hartree
* net charge: +2

The following is a quantum chemistry calculation of C28H28BN7O4Re as an isolated structure, from the OMol25 dataset.

Positions of all 69 atoms, in Å:
Re1 -1.019 -0.688 -0.500
C1 0.713 2.626 -6.099
C2 0.731 2.124 -4.659
C3 1.803 1.396 -4.146
C4 1.755 0.776 -2.916
C5 0.556 0.774 -2.214
N1 0.561 0.218 -0.863
C6 1.708 0.355 0.013
C7 2.333 1.650 0.199
C8 3.442 1.779 0.943
C9 4.159 0.693 1.484
C10 5.246 1.026 2.493
C11 3.519 -0.565 1.381
C12 2.285 -0.810 0.652
N2 1.654 -2.093 0.654
C13 2.126 -3.206 1.275
C14 1.084 -4.142 1.368
C15 -0.024 -3.590 0.725
N3 0.308 -2.340 0.274
C16 -0.470 1.703 -2.619
C17 -0.414 2.294 -3.889
N4 -1.661 1.774 -1.915
C18 -2.539 2.836 -1.967
C19 -3.597 2.555 -1.072
C20 -3.343 1.290 -0.570
N5 -2.243 0.745 -1.222
H1 0.691 3.717 -6.146
H2 -0.214 2.248 -6.575
H3 1.668 2.390 -6.625
H4 2.765 1.480 -4.593
H5 2.601 0.232 -2.428
H6 1.820 2.452 -0.377
H7 3.870 2.761 1.072
H8 4.845 1.507 3.366
H9 6.089 1.592 2.011
H10 5.736 0.067 2.865
H11 3.816 -1.477 1.885
H12 3.112 -3.123 1.753
H13 0.973 -5.050 1.975
H14 -1.026 -3.986 0.652
H15 -1.287 2.843 -4.250
H16 -2.271 3.754 -2.384
H17 -4.300 3.222 -0.658
H18 -4.017 0.717 0.112
C21 -5.561 -2.746 -0.375
O1 -4.452 -2.942 -1.311
C22 -3.325 -2.315 -1.177
O2 -2.890 -1.872 -0.037
N6 -2.578 -2.403 -2.300
N7 -1.179 -2.180 -2.156
H19 -5.461 -1.800 0.042
H20 -5.501 -3.519 0.358
H21 -6.530 -2.925 -0.908
H22 -2.881 -2.822 -3.182
H23 -0.743 -1.880 -3.053
H24 -0.703 -3.041 -2.012
O3 -0.517 1.106 2.067
B1 -0.895 -0.221 1.536
O4 -1.141 -1.127 2.765
C23 -0.686 -0.358 3.836
C24 -0.504 -0.701 5.184
C25 0.165 0.087 6.074
C26 0.616 1.371 5.578
C27 0.334 1.781 4.271
C28 -0.226 0.899 3.405
H25 -0.991 -1.595 5.504
H26 0.303 -0.187 7.082
H27 1.085 2.021 6.283
H28 0.719 2.841 4.062

* relative energy (zero: lowest compared OMol25 entry of this formula, charge and spin): 24.0 kcal/mol
* 2S+1: 4
* total energy: -50901.6846 eV
* Kohn-Sham gap (spin up / spin down): 0.2493 / 0.2109 hartree
* net charge: +2

The following is a quantum chemistry calculation of C28H28Cl5IrN4O as an isolated structure, from the OMol25 dataset.

Positions of all 67 atoms, in Å:
Ir1 0.300 -0.894 -0.521
C1 -2.745 -0.842 -0.824
N1 -1.789 0.177 -0.323
C2 -2.069 0.562 1.077
C3 -1.278 -0.220 2.089
C4 -1.677 -0.307 3.413
C5 -0.834 -0.916 4.327
C6 0.384 -1.425 3.897
C7 0.703 -1.321 2.559
N2 -0.116 -0.730 1.682
C8 -1.837 1.353 -1.214
C9 -1.227 1.020 -2.554
C10 -1.493 1.760 -3.693
C11 -0.860 1.413 -4.875
C12 0.005 0.328 -4.889
C13 0.219 -0.361 -3.712
N3 -0.385 -0.014 -2.569
C14 -2.521 -2.170 -0.168
C15 -3.562 -2.945 0.305
C16 -3.278 -4.171 0.888
C17 -1.955 -4.563 0.998
C18 -0.967 -3.727 0.514
N4 -1.238 -2.562 -0.083
H1 -2.576 -0.947 -1.898
H2 -3.770 -0.487 -0.679
H3 -3.142 0.495 1.284
H4 -1.762 1.605 1.194
H5 -2.628 0.104 3.720
H6 -1.122 -0.993 5.366
H7 1.071 -1.903 4.579
H8 1.630 -1.714 2.160
H9 -1.280 2.165 -0.739
H10 -2.874 1.685 -1.344
H11 -2.187 2.588 -3.654
H12 -1.047 1.974 -5.781
H13 0.508 0.015 -5.791
H14 0.884 -1.212 -3.662
H15 -4.580 -2.595 0.211
H16 -4.074 -4.802 1.259
H17 -1.680 -5.500 1.459
H18 0.074 -3.993 0.615
C19 2.670 1.610 1.981
C20 1.278 2.085 2.334
O1 0.470 2.235 1.159
C21 0.452 3.585 0.682
C22 -0.584 4.427 1.394
H19 3.277 1.498 2.880
H20 3.174 2.320 1.326
H21 2.638 0.645 1.470
H22 1.314 3.032 2.878
H23 0.766 1.372 2.986
H24 0.244 3.536 -0.392
H25 1.454 4.017 0.782
H26 -1.585 4.005 1.280
H27 -0.603 5.436 0.984
H28 -0.373 4.511 2.460
Cl1 1.961 -3.528 -1.139
C23 2.888 -2.073 -1.353
C24 2.203 -0.861 -1.257
C25 2.907 0.298 -1.602
Cl2 2.067 1.802 -1.665
C26 4.262 0.260 -1.915
Cl3 5.109 1.696 -2.289
C27 4.934 -0.973 -1.926
Cl4 6.592 -1.033 -2.292
C28 4.237 -2.160 -1.662
Cl5 5.026 -3.673 -1.729

* relative energy (zero: lowest compared OMol25 entry of this formula, charge and spin): 0.0 kcal/mol
* 2S+1: 5
* total energy: -102933.0979 eV
* Kohn-Sham gap (spin up / spin down): 0.3023 / 0.2216 hartree
* net charge: +2

What is the net charge in the sixth record?
+2